[1]
{
  "formula": "C37H25BrF4N3O4PTi",
  "method": "the ωB97M-V functional and the def2-TZVPD basis",
  "elements": ["C", "N", "H", "H", "H", "C", "H", "H", "H", "H", "C", "C", "N", "H", "H", "C", "H", "C", "H", "F", "C", "C", "H", "O", "Ti", "C", "C", "C", "F", "C", "C", "C", "C", "C", "C", "C", "C", "H", "C", "C", "H", "C", "C", "P", "C", "C", "C", "C", "O", "F", "F", "C", "C", "H", "H", "C", "C", "C", "C", "C", "H", "H", "C", "Br", "H", "O", "N", "O", "C", "H", "H", "H", "C", "H", "H", "H"],
  "coordinates": [[2.592, 4.231, -2.455], [2.260, 0.566, -1.991], [3.670, 1.599, -3.131], [-2.714, 0.527, 1.091], [-0.973, -3.442, -5.309], [1.166, 2.687, 2.295], [0.792, -4.647, -4.069], [-2.124, 4.085, 3.878], [3.535, -0.556, -3.236], [-2.753, -1.723, 4.411], [0.524, -0.459, 2.832], [1.604, 5.031, -1.887], [0.037, 4.482, 5.380], [3.315, 2.490, 2.307], [1.533, 6.106, -1.933], [1.203, -4.800, 0.072], [3.122, -1.311, -1.707], [2.405, 2.254, 1.761], [3.448, 4.558, -3.025], [0.227, -6.912, -0.282], [-1.880, -0.556, -0.564], [-0.192, -2.792, 0.066], [-2.200, 2.822, 1.724], [2.547, 1.546, 0.652], [1.167, 1.194, -0.424], [0.709, 4.175, -1.240], [0.594, -0.802, -3.879], [1.674, -2.861, -3.282], [-2.223, -5.782, -0.354], [-0.823, -0.863, 4.777], [0.361, -0.424, 4.208], [-1.265, 2.975, 2.248], [-2.082, -0.976, -1.878], [-3.296, -0.750, -2.504], [1.057, -3.431, 0.187], [-0.004, 3.834, 4.084], [-4.099, 0.366, -0.535], [2.097, 3.545, 4.045], [-2.881, 0.151, 0.092], [0.101, -5.602, -0.150], [-5.273, 0.053, -2.305], [-0.111, 2.426, 1.675], [-1.286, -3.647, -0.081], [-0.256, -0.936, 0.186], [1.166, 3.379, 3.521], [-0.501, -0.915, 2.010], [1.619, -1.471, -3.217], [-4.314, -0.097, -1.825], [1.125, 4.728, 5.871], [2.403, -5.366, 0.178], [-2.538, -3.191, -0.067], [-0.335, -1.508, -4.631], [-1.231, 3.669, 3.436], [-3.449, -1.087, -3.522], [0.531, 0.277, -3.814], [-1.674, -1.399, 2.591], [-1.833, -1.363, 3.967], [2.720, -0.706, -2.517], [0.737, -3.567, -4.021], [2.255, 2.909, -2.136], [1.454, -0.132, 2.394], [2.466, -3.387, -2.759], [-1.149, -5.016, -0.202], [2.604, -2.448, 0.647], [-2.464, -1.796, 1.966], [-0.228, 1.658, 0.599], [1.085, 2.895, -1.391], [-1.022, 4.760, 5.914], [-0.262, -2.891, -4.708], [-1.116, -0.976, -5.161], [-4.886, 0.896, -0.015], [-0.959, -0.820, 5.850], [2.815, 1.657, -2.457], [-0.187, 4.435, -0.696], [-1.294, -1.510, -2.396], [1.156, -0.048, 4.840]],
  "charge": 0,
  "gap_ha": [0.227, 0.292],
  "total_energy_ha": -6054.42920,
  "multiplicity": 3,
  "e_above_lowest_kcal_mol": 19.9,
  "lumo_ev": [-0.152, -0.299]
}

***

[2]
{
  "formula": "C37H25F3NS6SbTeV",
  "method": "the ωB97M-V functional and the def2-TZVPD basis",
  "elements": ["C", "C", "C", "Sb", "H", "H", "Te", "H", "H", "V", "H", "C", "C", "C", "C", "C", "C", "H", "H", "H", "C", "S", "C", "F", "C", "F", "C", "H", "C", "C", "H", "C", "C", "H", "C", "H", "H", "C", "C", "S", "H", "H", "C", "H", "H", "C", "H", "C", "S", "F", "C", "S", "H", "C", "S", "S", "H", "C", "C", "C", "H", "H", "H", "N", "C", "C", "C", "C", "C", "C", "C", "C", "H", "H", "C"],
  "coordinates": [[3.124, -1.583, -3.204], [5.329, -0.978, -0.080], [-3.311, -0.817, 1.766], [0.625, -0.206, 1.072], [5.233, 0.881, -1.131], [0.296, -2.383, -1.495], [-0.333, 2.686, -1.250], [1.488, -1.033, 4.149], [-4.116, 5.487, 1.333], [-1.611, 0.145, -0.867], [-4.378, 0.081, -6.749], [-3.654, -0.022, -5.950], [-1.719, 4.141, -0.595], [1.257, -0.218, -3.904], [0.920, -1.867, 3.758], [4.700, 0.174, -0.508], [2.551, 2.490, 3.996], [-1.184, -4.848, 2.493], [4.171, -1.852, -3.279], [1.130, -3.020, 5.578], [0.382, -1.815, 2.474], [-5.061, -3.552, 4.531], [0.549, 3.621, 3.248], [-0.194, -5.117, 4.877], [-3.381, -1.908, 0.970], [2.010, 4.635, 4.800], [-3.051, 6.251, -0.379], [-0.643, 2.557, 1.831], [-4.394, -2.679, 3.277], [-3.857, 0.588, -4.715], [-0.841, -2.872, 1.046], [4.697, -1.920, 0.703], [3.380, 0.383, -0.132], [2.684, -3.017, -1.672], [-3.362, 5.328, 0.571], [-3.480, 7.233, -0.512], [-2.316, -1.264, -7.078], [-1.563, -0.912, -5.115], [-2.602, 4.130, 0.451], [-3.902, -1.039, 3.398], [2.860, -2.435, 1.669], [5.229, -2.811, 1.011], [2.701, -0.548, 0.652], [-4.746, 1.185, -4.542], [-2.734, 3.274, 1.097], [0.404, -0.849, -2.980], [3.451, 2.502, 4.597], [-0.017, -4.030, 4.086], [-4.086, -3.326, 1.717], [6.623, -1.191, -0.445], [-0.580, -4.015, 2.829], [-2.733, 0.756, 1.301], [2.869, 1.278, -0.476], [0.956, -1.866, -2.184], [-1.832, 5.648, -1.428], [-2.830, -2.026, -0.675], [2.923, 0.580, 3.125], [2.291, -2.226, -2.299], [-1.751, -0.301, -3.854], [2.230, 1.412, 3.178], [0.856, 0.582, -4.515], [-0.084, 4.499, 3.270], [-0.682, -1.519, -5.279], [-0.913, -0.460, -2.786], [3.372, -1.695, 1.062], [1.696, 3.573, 4.011], [-0.376, -2.898, 2.027], [-2.495, -0.769, -6.128], [1.071, 1.411, 2.406], [-2.931, 0.461, -3.698], [0.245, 2.530, 2.445], [0.725, -2.973, 4.574], [-3.105, 0.990, -2.764], [3.229, -0.053, -4.708], [2.591, -0.576, -4.004]],
  "charge": -2,
  "gap_ha": [0.208, 0.216],
  "total_energy_ha": -5620.84782,
  "multiplicity": 4,
  "e_above_lowest_kcal_mol": 0.0,
  "lumo_ev": [3.956, 3.957]
}

***

[3]
{
  "formula": "C37H26BrCl3CrF5N3O3S4SeSi",
  "method": "the ωB97M-V functional and the def2-TZVPD basis",
  "elements": ["C", "C", "H", "C", "Cl", "C", "C", "H", "F", "N", "C", "O", "H", "Cl", "C", "H", "C", "C", "H", "H", "F", "H", "H", "C", "C", "H", "H", "H", "C", "C", "C", "C", "C", "Se", "Br", "H", "N", "H", "H", "F", "C", "H", "H", "C", "C", "H", "O", "C", "H", "H", "Cr", "C", "C", "S", "S", "H", "H", "O", "Si", "C", "C", "C", "C", "H", "F", "Cl", "H", "C", "H", "C", "N", "S", "C", "C", "H", "F", "C", "S", "C", "C", "H", "C", "C", "C", "C"],
  "coordinates": [[-3.407, 3.789, 1.054], [-0.799, 1.522, 1.320], [1.018, -2.281, -3.217], [-3.272, 5.820, -0.197], [0.071, -4.677, -2.019], [2.631, -2.064, -4.690], [-4.516, -1.236, 0.726], [-5.516, 8.052, 0.550], [-0.972, 4.079, -2.915], [-2.105, -1.229, 0.871], [1.281, 0.643, 1.828], [-3.433, 1.660, 2.600], [-3.475, -1.921, 3.875], [-2.280, -2.722, -2.900], [-0.237, 3.471, -3.867], [-3.998, 8.351, -0.303], [-4.435, 7.921, 0.595], [1.395, 1.896, -4.561], [-5.585, -1.642, 2.558], [-4.589, 3.827, 2.812], [0.244, 3.776, -7.472], [2.598, 1.769, 3.080], [3.043, -6.354, -0.265], [-2.940, 4.480, -0.045], [2.642, -1.651, -0.926], [-2.914, 6.362, -1.061], [-2.322, 3.976, -0.772], [-6.609, -1.446, 0.356], [3.097, -4.240, -0.861], [5.101, 0.885, 0.434], [-4.622, -1.530, 2.086], [3.768, -0.862, -0.277], [-4.554, 5.745, 1.824], [0.790, 1.821, -1.749], [-0.652, -1.927, 3.082], [-4.064, 8.474, 1.459], [-1.923, 1.366, 0.622], [2.080, -2.302, -5.583], [1.964, -0.189, 1.696], [2.301, 0.940, -4.299], [2.051, -2.064, -3.402], [3.172, 1.161, -0.611], [-3.154, -0.789, -0.850], [5.855, -0.167, 0.838], [-5.717, -1.087, -0.149], [-1.272, 3.413, 2.214], [1.437, -1.058, -0.698], [2.926, -1.735, -2.418], [4.621, -1.623, -5.494], [5.381, 1.913, 0.590], [-0.340, -1.103, 0.038], [-4.224, 4.411, 1.980], [2.805, -5.335, -0.017], [-3.276, 1.986, 1.190], [5.117, -1.675, 0.451], [-5.830, -0.033, -0.399], [1.820, -5.579, 1.927], [-4.375, 1.577, 0.340], [-1.013, -3.040, -1.214], [0.372, 3.341, -6.190], [-3.260, -1.067, 0.190], [2.168, -4.964, 1.121], [-4.079, 6.466, 0.733], [-5.203, 6.231, 2.541], [-1.217, 4.938, -5.455], [-2.410, -4.246, -0.032], [3.590, -4.339, -1.811], [2.656, -3.057, -0.355], [-5.576, -1.649, -1.068], [3.942, -1.728, -4.671], [0.112, 0.526, 1.201], [1.903, -3.266, 1.187], [-2.263, -1.548, 2.162], [0.639, 2.431, -3.496], [6.809, -0.167, 1.328], [2.019, 1.774, -6.850], [0.692, 2.746, 2.765], [4.497, -1.410, -3.072], [-3.458, -1.682, 2.822], [-0.371, 3.919, -5.164], [0.923, 3.613, 3.372], [1.265, 2.323, -5.866], [-0.518, 2.645, 2.131], [1.629, 1.722, 2.609], [3.907, 0.486, -0.209]],
  "charge": -2,
  "gap_ha": [0.198, 0.199],
  "total_energy_ha": -11597.85422,
  "multiplicity": 5,
  "e_above_lowest_kcal_mol": 43.5,
  "lumo_ev": [3.892, 3.891]
}

***

Which of these has the lowest multiplicity?
C37H25BrF4N3O4PTi

***

Among the records above, which one has the highest multiplicity?
C37H26BrCl3CrF5N3O3S4SeSi

***

The lowest multiplicity belongs to which entry?
C37H25BrF4N3O4PTi

***

Which value of multiplicity does entry 1 give?
3